{"formula": "C33H31GeN5O2PtSe", "method": "wB97M-V/def2-TZVPD", "e_homo_ha": [-0.460, -0.498], "multiplicity": 3, "s2": 2.065, "charge": 2, "species": ["Pt", "C", "O", "C", "C", "C", "C", "C", "C", "N", "N", "C", "C", "C", "C", "O", "C", "N", "C", "C", "C", "C", "H", "H", "H", "H", "H", "H", "H", "H", "H", "H", "H", "H", "C", "N", "C", "C", "N", "C", "C", "Se", "H", "H", "H", "H", "H", "H", "H", "H", "Ge", "C", "C", "C", "C", "C", "C", "C", "C", "C", "C", "C", "C", "H", "H", "H", "H", "H", "H", "H", "H", "H", "H", "H"], "positions_angstrom": [[-1.32, 0.01, 1.11], [5.62, -5.85, 2.96], [6.25, -5.29, 1.81], [5.52, -4.95, 0.76], [4.12, -5.10, 0.70], [3.45, -4.73, -0.44], [4.16, -4.21, -1.53], [5.57, -4.11, -1.49], [6.23, -4.45, -0.34], [3.57, -3.88, -2.74], [2.37, -3.72, -2.94], [1.40, -3.07, -2.26], [0.08, -3.52, -2.52], [-1.02, -3.01, -1.88], [-0.85, -1.95, -0.97], [-1.82, -1.44, -0.31], [0.47, -1.37, -0.81], [0.51, -0.25, -0.05], [1.66, 0.37, 0.14], [2.84, -0.09, -0.47], [2.81, -1.21, -1.25], [1.60, -1.91, -1.42], [6.41, -6.02, 3.68], [5.14, -6.80, 2.71], [4.89, -5.16, 3.38], [3.57, -5.53, 1.52], [2.38, -4.87, -0.52], [6.09, -3.76, -2.37], [7.31, -4.38, -0.27], [-0.03, -4.33, -3.23], [-2.01, -3.39, -2.07], [1.64, 1.26, 0.75], [3.76, 0.47, -0.32], [3.71, -1.54, -1.75], [-1.30, 4.35, 3.56], [-2.58, 3.67, 3.34], [-3.82, 4.28, 3.34], [-4.74, 3.31, 3.16], [-4.06, 2.12, 3.07], [-4.69, 0.81, 2.90], [-2.74, 2.35, 3.17], [-1.34, 1.08, 3.22], [-1.48, 5.42, 3.46], [-0.59, 4.03, 2.81], [-0.94, 4.13, 4.56], [-3.93, 5.34, 3.47], [-5.81, 3.36, 3.11], [-5.75, 0.97, 2.76], [-4.52, 0.20, 3.78], [-4.28, 0.31, 2.02], [-2.39, 1.74, -0.25], [-2.52, 1.00, -2.01], [-3.78, 0.69, -2.50], [-3.93, 0.23, -3.81], [-2.81, 0.08, -4.62], [-1.55, 0.38, -4.13], [-1.40, 0.84, -2.83], [-1.42, 3.38, -0.09], [-0.11, 3.54, -0.55], [0.50, 4.78, -0.50], [-0.19, 5.88, -0.01], [-1.49, 5.74, 0.43], [-2.11, 4.50, 0.39], [-3.78, 1.92, 0.38], [-4.66, 0.80, -1.88], [-4.91, 0.00, -4.19], [-2.93, -0.27, -5.63], [-0.68, 0.27, -4.77], [-0.41, 1.08, -2.46], [0.43, 2.70, -0.96], [1.52, 4.90, -0.86], [0.29, 6.86, 0.02], [-2.04, 6.61, 0.79], [-3.14, 4.40, 0.72]], "mulliken_spin": [0.786, 0.001, 0.029, 0.067, -0.013, 0.037, 0.076, 0.043, -0.024, 0.135, 0.196, 0.139, 0.033, 0.011, 0.121, 0.144, 0.029, 0.123, -0.022, 0.017, 0.004, 0.002, 0.000, -0.001, 0.001, 0.000, 0.001, -0.004, -0.001, -0.004, -0.002, 0.002, 0.002, 0.009, 0.005, 0.011, 0.001, 0.003, 0.001, 0.000, 0.005, 0.067, 0.001, -0.005, 0.002, 0.000, 0.000, 0.000, 0.001, -0.010, -0.029, 0.006, 0.004, 0.000, 0.000, 0.000, -0.008, 0.009, -0.001, -0.002, 0.000, 0.000, -0.003, 0.007, 0.000, 0.000, 0.000, 0.001, 0.002, -0.003, 0.000, 0.000, 0.000, 0.000]}

***

{"formula": "C33H32AuNO2P2S", "method": "wB97M-V/def2-TZVPD", "e_homo_ha": [-0.255, -0.304], "multiplicity": 3, "s2": 2.047, "charge": 0, "species": ["Au", "O", "N", "C", "C", "C", "C", "C", "S", "H", "H", "H", "H", "C", "H", "H", "H", "C", "P", "C", "C", "C", "C", "C", "C", "C", "C", "C", "C", "C", "C", "P", "C", "C", "C", "C", "C", "C", "C", "C", "C", "C", "C", "C", "H", "H", "H", "H", "H", "H", "H", "H", "H", "H", "H", "H", "H", "H", "H", "H", "H", "H", "H", "H", "H", "H", "C", "C", "O", "H", "H", "H"], "positions_angstrom": [[1.54, -3.35, 1.30], [3.61, -2.91, 0.88], [4.15, -3.51, -0.20], [5.45, -3.31, -0.37], [6.17, -3.87, -1.42], [5.48, -4.68, -2.29], [4.10, -4.89, -2.11], [3.40, -4.25, -1.04], [1.72, -4.53, -0.84], [5.91, -2.64, 0.34], [7.21, -3.71, -1.56], [6.01, -5.18, -3.08], [3.54, -5.55, -2.83], [-0.29, -4.00, 1.91], [-0.36, -3.68, 2.95], [-0.37, -5.11, 1.84], [-1.03, -3.52, 1.30], [-1.63, 1.19, -0.13], [0.05, 0.39, -0.11], [0.11, -0.14, -1.89], [0.18, 0.72, -2.97], [0.07, 0.22, -4.23], [-0.24, -1.14, -4.46], [-0.25, -1.98, -3.40], [-0.04, -1.50, -2.13], [1.12, 1.87, -0.08], [0.65, 3.15, -0.27], [1.33, 4.35, 0.01], [2.64, 4.24, 0.56], [3.16, 3.02, 0.78], [2.50, 1.73, 0.43], [-2.06, 1.96, 1.48], [-2.97, 0.50, 2.13], [-2.30, -0.49, 2.83], [-2.97, -1.67, 3.22], [-4.30, -1.84, 2.93], [-5.03, -0.80, 2.36], [-4.36, 0.35, 1.95], [-3.47, 3.04, 1.06], [-4.24, 2.89, -0.09], [-5.50, 3.51, -0.19], [-6.00, 4.23, 0.89], [-5.24, 4.38, 2.05], [-3.96, 3.81, 2.10], [-2.35, 0.40, -0.36], [-1.66, 1.89, -0.94], [0.38, 1.76, -2.75], [0.19, 0.92, -5.08], [-0.44, -1.48, -5.44], [-0.49, -3.05, -3.59], [-0.03, -2.19, -1.30], [-0.43, 3.28, -0.56], [0.88, 5.33, -0.06], [3.19, 5.18, 0.84], [4.18, 2.89, 1.19], [2.55, 1.03, 1.24], [-1.25, -0.31, 3.05], [-2.39, -2.42, 3.75], [-4.83, -2.72, 3.20], [-6.09, -0.91, 2.28], [-4.90, 1.14, 1.48], [-3.95, 2.21, -0.92], [-6.07, 3.48, -1.10], [-6.99, 4.66, 0.82], [-5.68, 4.85, 2.93], [-3.38, 3.94, 2.96], [4.61, 0.35, 0.13], [3.44, 0.99, -0.53], [3.32, 0.99, -1.72], [5.03, 0.90, 0.94], [5.37, 0.20, -0.61], [4.32, -0.63, 0.53]], "mulliken_spin": [0.458, 0.009, -0.002, -0.005, 0.001, 0.001, -0.019, 0.018, 0.383, -0.001, 0.000, -0.001, -0.003, 0.146, 0.024, -0.005, -0.009, -0.002, 0.016, 0.015, -0.002, 0.002, 0.003, 0.002, -0.009, 0.273, -0.135, 0.422, -0.109, 0.315, 0.043, 0.000, 0.001, 0.003, -0.001, -0.003, -0.001, 0.000, -0.001, 0.000, 0.000, 0.000, 0.000, 0.000, 0.002, 0.005, -0.004, 0.001, 0.000, 0.002, 0.000, 0.013, 0.017, 0.000, 0.017, 0.063, 0.003, 0.000, 0.000, 0.000, 0.000, 0.000, 0.000, 0.000, 0.000, 0.000, -0.005, 0.059, 0.003, -0.003, 0.002, 0.001]}

***

{"formula": "C33H32BCrN14", "method": "wB97M-V/def2-TZVPD", "e_homo_ha": [-0.496, -0.496], "multiplicity": 6, "s2": 8.780, "relative_energy_kcal_mol": 0.0, "charge": 2, "species": ["Cr", "C", "C", "N", "N", "C", "B", "N", "C", "C", "C", "N", "N", "C", "C", "C", "N", "N", "C", "C", "C", "N", "H", "H", "H", "H", "H", "H", "H", "H", "H", "H", "H", "H", "C", "N", "C", "C", "N", "C", "C", "C", "C", "C", "C", "N", "C", "N", "C", "C", "C", "C", "C", "C", "N", "H", "H", "H", "H", "H", "H", "H", "H", "H", "H", "H", "H", "H", "H", "H", "C", "C", "C", "N", "C", "C", "H", "H", "H", "H", "H"], "positions_angstrom": [[0.71, -1.02, 0.17], [4.63, -1.43, 1.87], [3.24, -1.50, 1.89], [2.74, -1.15, 0.69], [3.81, -0.86, -0.10], [4.95, -1.03, 0.60], [3.69, -0.38, -1.56], [3.17, 1.18, -1.50], [3.03, 2.07, -2.56], [1.98, 2.88, -2.67], [0.77, 2.75, -1.78], [2.36, 1.39, -0.48], [2.55, -1.11, -2.30], [2.60, -1.50, -3.58], [1.35, -1.93, -3.96], [0.56, -1.77, -2.82], [1.29, -1.28, -1.81], [4.99, -0.56, -2.27], [5.68, 0.11, -3.24], [6.60, -0.74, -3.78], [6.41, -1.95, -3.07], [5.45, -1.85, -2.19], [5.31, -1.67, 2.68], [2.58, -1.78, 2.69], [5.91, -0.87, 0.14], [3.83, 2.06, -3.29], [1.97, 3.60, -3.48], [0.30, 3.73, -1.68], [3.52, -1.45, -4.14], [1.05, -2.32, -4.92], [-0.49, -1.97, -2.69], [5.51, 1.14, -3.47], [7.33, -0.52, -4.54], [6.95, -2.88, -3.18], [1.24, 2.34, -0.37], [0.27, 1.67, 0.45], [0.16, 1.96, 1.86], [0.00, 0.68, 2.63], [0.19, -0.52, 2.14], [-0.07, -1.41, 3.19], [-0.03, -2.81, 3.23], [-0.34, -3.42, 4.42], [-0.70, -2.67, 5.56], [-0.75, -1.29, 5.53], [-0.43, -0.68, 4.32], [-0.37, 0.65, 3.93], [-0.25, 1.85, -2.44], [-1.05, 1.00, -1.86], [-1.84, 0.47, -2.89], [-2.86, -0.49, -2.85], [-3.44, -0.84, -4.05], [-3.04, -0.27, -5.26], [-2.04, 0.68, -5.32], [-1.46, 1.03, -4.11], [-0.44, 1.92, -3.79], [2.56, 0.83, 0.34], [1.63, 3.24, 0.11], [-0.59, 1.46, -0.07], [-0.68, 2.63, 2.10], [1.07, 2.47, 2.20], [0.25, -3.38, 2.35], [-0.31, -4.50, 4.49], [-0.94, -3.19, 6.47], [-1.02, -0.72, 6.41], [-0.58, 1.45, 4.50], [-3.18, -0.93, -1.92], [-4.24, -1.58, -4.05], [-3.53, -0.57, -6.18], [-1.74, 1.13, -6.25], [0.06, 2.49, -4.44], [-3.63, -3.28, 0.11], [-3.53, -1.98, 0.58], [-2.31, -1.33, 0.50], [-1.22, -1.91, -0.01], [-1.32, -3.17, -0.47], [-2.51, -3.88, -0.43], [-4.57, -3.81, 0.16], [-4.38, -1.47, 1.00], [-2.20, -0.32, 0.85], [-0.42, -3.61, -0.87], [-2.53, -4.90, -0.80]], "mulliken_spin": [3.955, 0.007, 0.069, -0.170, 0.064, 0.017, -0.022, 0.456, -0.133, 0.258, -0.008, 0.423, 0.125, 0.023, 0.005, 0.086, -0.190, 0.006, 0.001, -0.001, 0.000, -0.001, 0.001, -0.003, 0.002, 0.009, 0.012, 0.006, 0.003, 0.000, 0.009, 0.001, 0.000, 0.000, -0.031, 0.067, 0.063, 0.032, -0.155, -0.048, 0.036, 0.029, 0.001, 0.000, -0.025, 0.006, 0.018, 0.005, 0.022, -0.002, 0.001, 0.000, 0.000, 0.001, 0.007, -0.049, 0.001, -0.049, 0.000, 0.002, 0.025, 0.001, 0.000, 0.000, 0.000, -0.001, 0.000, 0.000, 0.000, -0.005, 0.010, -0.001, 0.105, -0.125, 0.079, -0.001, 0.000, -0.001, -0.011, -0.017, 0.000]}

***

Quick rundown of E, same order as above: -6297.4685 -2698.3451 -3112.3434 a.u.